Entry 1:
ORCA calculation (ωB97M-V/def2-TZVPD) on a molecular structure, C25H63ClP2PdSi2 in a non-equilibrium geometry.

Results
Expectation value of S²   6.014
E_LUMO (alpha / beta)   0.0249 / -0.1036 Ha
Multiplicity   5
HOMO (alpha / beta)   -3.56 / -8.90 eV

The geometry in XYZ format:
```
94
Properties=species:S:1:pos:R:3:forces:R:3
H -3.61288 2.02798 4.15043 0.0 0.0 -0.1
H -4.18189 4.40622 -0.69970 0.1 -0.2 0.2
H -0.58073 -1.46207 0.77128 -1.2 -0.2 0.1
H -4.74610 -3.44224 -1.77259 0.0 0.0 -0.3
C -7.58162 -1.21172 -1.85671 -0.2 0.1 -0.2
C -4.72609 -2.97050 -2.76664 1.3 -0.3 0.4
H -4.51736 2.47431 2.70636 0.1 -0.1 -0.1
H -6.03121 -2.03278 -0.61361 0.0 0.2 -0.1
C 0.77209 2.54245 2.42171 -0.4 0.2 0.0
H -1.29134 4.63579 -0.78192 -0.1 -0.3 0.0
H -6.83598 -3.60297 -2.93157 0.1 0.1 -0.1
H 2.44490 -2.42713 -0.35419 -0.2 0.0 0.2
H 3.42228 0.74982 3.64213 0.0 0.2 -0.1
C 3.76145 -1.40709 1.91077 0.1 -0.1 0.1
C 1.96725 -2.53633 0.62676 0.1 -0.3 0.0
H -4.92432 1.63539 -3.57358 -0.3 -0.1 0.0
H -5.18094 0.28196 0.12195 -0.3 -0.1 0.0
H -7.85617 -0.28099 -2.36884 0.1 -0.2 0.1
C -5.94728 -3.49458 -3.55335 0.0 0.1 -0.2
H -0.74412 -0.59814 2.72653 -0.1 0.2 0.3
H -0.85843 3.94679 0.77781 0.0 0.1 -0.1
H -5.14892 -0.44813 2.46228 0.1 -0.1 -0.1
C 2.26841 -1.34742 1.53897 -0.2 -0.2 0.2
H 0.56639 2.90172 3.44555 0.0 -0.1 -0.3
H 0.89600 -2.68714 0.47790 0.2 0.0 -0.1
H 4.08757 -0.62657 2.60137 -0.1 -0.2 -0.3
H 2.79876 2.36221 3.94516 0.0 -0.2 -0.2
H 3.68099 2.05353 2.45012 -0.1 -0.1 0.2
H -3.85665 4.13616 1.01846 0.0 -0.2 -0.2
C 1.62235 1.27487 2.50098 -0.5 -0.3 -0.2
C -1.45308 0.01610 3.29446 0.5 0.1 0.1
H -6.27298 1.29324 -4.67101 0.0 0.1 0.2
H -1.82145 -0.60726 4.12470 0.0 0.3 -0.2
H -7.73618 -2.05210 -2.53534 0.1 0.3 0.1
H 4.39653 -1.37168 1.01699 -0.1 0.0 0.2
C 3.18094 0.97199 0.09424 -0.6 -0.1 -0.1
H 3.84721 -0.85046 -0.94698 0.0 0.2 0.0
H -1.65288 2.32615 -2.76115 -0.4 0.0 0.1
C -4.12036 -0.79954 2.33602 -0.2 -0.1 0.3
H -5.17434 -0.15359 -5.90965 0.2 -0.1 0.0
C -5.81182 1.00598 -3.71743 0.2 0.2 -0.2
H -6.87701 -0.06078 0.50801 0.2 0.1 0.0
H -2.55697 -3.12484 -2.89982 0.1 0.0 0.0
H 3.98055 0.86998 0.83232 -0.3 -0.1 0.1
H -3.26158 3.11916 -2.76779 0.1 -0.3 0.0
C 2.96621 1.61527 3.15318 0.1 0.0 0.2
H 2.91466 3.08280 0.67512 0.0 -0.2 -0.2
H -0.19422 2.37367 1.92194 0.4 0.0 0.2
Si -2.54462 2.55196 -0.46129 -0.6 0.2 -0.5
H -6.54000 1.22938 -2.92722 0.3 -0.1 -0.1
H 1.67871 -1.46478 2.46414 0.1 -0.1 -0.2
H -4.96635 3.06416 0.14354 0.1 0.0 0.0
H -3.45515 -4.49647 -3.58735 0.2 0.2 0.1
H -3.10967 1.33798 -2.57854 0.0 0.1 -0.1
Si -2.89330 0.62022 2.23379 -0.4 -0.1 -0.3
C -1.07794 3.69029 -0.26095 0.4 0.1 0.2
H -5.72159 -4.50366 -3.92922 0.2 0.2 0.2
H -1.43501 -1.26590 0.86203 0.6 -0.8 0.1
H -6.47330 1.00053 -0.83966 0.1 -0.2 0.0
H -0.90065 0.86066 3.72985 -0.1 -0.2 -0.1
H 1.10112 0.56441 3.15769 0.1 0.3 0.0
H -4.07139 -1.40147 1.42145 -0.1 0.0 0.0
H -2.86058 3.03794 2.92043 0.0 -0.1 0.0
H 2.37588 -3.44243 1.09814 -0.2 0.1 -0.2
C -6.16219 0.08760 -0.31431 -0.4 0.4 0.6
C -5.44281 -0.47242 -3.81788 -0.3 1.2 -1.6
H 3.95016 -2.37288 2.40337 0.0 0.2 -0.1
H -3.88227 -1.45817 3.17975 -0.1 0.1 -0.1
C 3.57317 0.19225 -1.14376 0.0 0.0 -0.8
C -4.71189 -0.76752 -5.12556 0.0 0.3 -0.1
H -3.42218 0.28353 -0.13819 0.5 0.2 0.2
H -6.39283 -1.00274 -3.88541 0.0 -0.3 0.4
Pd -0.95724 -0.14060 -0.31115 2.7 0.5 -0.7
C -2.61610 0.86412 0.37566 -0.6 0.9 0.8
C -6.17739 -1.12933 -1.22550 0.5 0.5 0.9
H 1.28484 3.36303 1.89637 -0.2 -0.3 0.1
H -3.36190 -2.98301 -4.47944 0.0 -0.1 0.3
H 2.73971 0.20658 -1.86162 0.4 -0.1 0.2
C -3.44387 -3.40337 -3.46826 0.1 -0.5 -0.4
H -6.17895 -2.89043 -4.43630 -0.1 -0.2 0.2
H 4.43253 0.68920 -1.61881 -0.1 -0.2 0.1
H -4.80512 -1.81252 -5.44421 0.1 0.3 0.2
H -0.18322 3.25786 -0.72453 -0.1 0.1 0.2
P -4.55851 -1.13106 -2.27076 -2.7 -2.1 -0.3
H 2.14313 2.60755 -0.86430 0.2 0.1 0.1
P 1.60985 0.27146 0.87176 1.3 0.7 1.1
C 3.01304 2.45276 -0.21648 0.1 0.3 -0.4
H -3.64886 -0.49758 -5.06354 -0.1 -0.1 -0.1
H -8.30884 -1.34038 -1.04103 0.2 0.1 0.0
Cl 0.43139 0.85274 -2.02267 -0.5 -0.2 -0.3
C -2.66285 2.30495 -2.32736 0.1 0.3 0.0
C -3.52697 2.18114 3.06646 -0.2 0.1 0.3
C -4.02695 3.62394 0.06169 -0.1 0.1 0.0
H 3.90211 2.79657 -0.76664 -0.2 0.0 0.1
```
Forces are in eV/Å.


Entry 2:
ORCA calculation (ωB97M-V/def2-TZVPD) on a molecular structure, C25H63F3GaN6O4P2 in a non-equilibrium geometry.

Results
Net charge   -1
E_LUMO   0.0497 Ha
HOMO   -4.18 eV

The geometry in XYZ format:
```
104
Properties=species:S:1:pos:R:3:forces:R:3
O -1.09574 4.78067 3.17591 -3.3 1.3 -0.4
C -1.86894 8.19385 5.21804 -0.2 -0.1 0.0
P 2.69210 -2.63240 -4.87423 3.2 -5.4 -2.5
C 4.53843 -1.45645 -3.23347 -0.2 0.2 0.2
H -1.13859 7.27042 0.87074 -0.1 -0.1 0.0
H -4.65727 -4.42769 1.58021 0.1 0.1 0.3
H -0.71318 -1.61323 -2.78902 0.0 -0.3 0.1
Ga -2.40761 -4.65501 0.28609 -0.5 0.3 0.2
H -0.40829 -6.27781 1.59562 -0.1 0.2 0.2
H 0.46045 6.87124 0.26202 0.1 0.1 0.2
H -0.15382 -2.75708 -1.60131 -0.2 0.2 0.4
H -0.67614 2.07265 1.50675 -0.1 0.1 -0.5
H 2.08951 6.75592 3.36028 -0.1 -0.2 0.1
H 3.07492 -4.99484 -2.15120 0.2 0.0 -0.1
F -1.09978 -5.76703 3.86961 -0.5 0.4 0.3
C -0.75093 4.69535 5.79378 0.0 -0.3 -0.3
N -1.08507 7.89469 4.02401 -2.0 -0.7 -0.1
H 4.91307 -0.43625 -3.10958 0.0 0.0 -0.1
C 3.53550 -3.79215 -7.32144 0.2 -0.3 0.2
H 1.82448 -3.82326 -2.50454 -0.1 0.0 -0.1
H 4.73111 -0.88395 -6.47350 0.0 -0.2 -0.1
H -2.54413 -1.07967 -0.67199 0.2 -0.5 0.2
C 2.13697 -1.84167 -7.36734 -0.3 0.1 0.4
F -0.44149 -3.68806 3.57380 -0.5 0.2 0.2
H 3.99111 -5.57289 -5.04657 0.1 0.0 0.0
O 1.31601 -3.27162 -4.91965 -0.9 3.4 1.2
H -3.52224 -2.94860 3.59718 0.2 0.5 -0.2
H -0.86615 9.97567 3.82357 -0.1 -0.2 0.2
H 5.77735 -2.18189 -5.85312 -0.1 -0.1 0.0
H 0.65532 9.08243 3.88963 0.0 -0.1 -0.1
N 3.39407 -3.88650 -3.92007 -0.4 -0.3 1.2
N 4.13510 -1.70801 -4.61404 -1.4 1.1 1.1
H -5.05030 0.24822 3.58460 -0.2 0.1 -0.2
H 2.24128 -0.78960 -7.07483 -0.1 0.0 0.0
H 3.69469 -1.55946 -2.55304 0.0 -0.1 0.0
H 2.14018 7.17689 1.69514 -0.1 -0.1 -0.2
C 4.40181 -4.81854 -4.36302 0.5 0.5 0.0
H 3.98835 -3.43260 -8.25221 -0.2 0.1 -0.1
C -1.46792 -1.12524 -0.84394 1.3 0.6 -0.5
C -3.62154 -4.30735 1.93424 0.5 0.1 -0.6
C 1.65906 6.48846 2.39790 0.2 -0.1 0.3
C -3.16980 -3.54769 -1.27081 0.2 -0.5 -0.2
H -0.79150 0.32776 1.62167 -0.2 0.2 -0.1
C 0.02052 -5.29767 1.82960 0.6 1.3 -0.5
O -0.26308 0.98615 -0.24483 0.1 0.5 -0.2
H -3.75040 -2.69634 -0.88447 0.2 -0.1 -0.2
C -4.35120 -1.82485 1.96508 0.1 0.4 0.5
H -1.94756 0.93176 -1.39775 0.2 -0.1 -0.1
H 5.31896 -2.15646 -2.91925 0.0 0.0 0.0
C -0.18589 -4.96052 3.30637 1.2 -1.3 -0.9
H 1.96552 5.46383 2.14847 0.1 0.0 0.0
H -2.49609 9.07776 5.06963 0.1 0.0 -0.1
H -2.54388 7.37413 5.45974 0.1 0.0 0.1
H -0.63343 5.57196 0.75497 0.0 0.0 -0.1
C -0.99632 1.18421 0.95262 0.2 -1.2 0.5
H 1.08574 -2.12733 -7.24525 0.0 0.0 0.0
H -3.81445 -0.86007 1.92022 -0.1 -0.2 -0.2
H -0.47668 0.35317 -2.18582 0.2 -0.1 0.3
H 4.35156 -4.30200 -6.81501 -0.1 0.0 0.2
C -3.38338 -2.88157 2.50614 -0.8 -0.7 0.0
H -6.78558 -0.12462 3.37811 0.2 -0.1 -0.1
C -0.29190 6.58436 0.99720 -0.5 -0.2 0.1
H -3.43598 -5.08997 2.68285 -0.1 0.3 0.0
N 0.22832 6.68021 2.35715 0.1 0.8 -0.7
C 5.15148 -1.32854 -5.57402 -0.3 0.7 -0.5
H -3.92172 -4.19265 -1.76228 0.1 0.1 0.2
C 2.50042 -4.54157 -2.96389 -0.3 -0.1 -0.2
H -0.64160 4.77488 6.87927 0.1 0.2 0.0
H 1.36904 7.22421 5.34826 0.0 0.0 -0.2
C 1.08013 6.19500 5.57587 0.0 0.7 0.0
P -0.90650 6.23227 3.57238 6.4 -0.3 1.0
H 1.89400 -5.32349 -3.43657 -0.1 0.0 0.1
C -1.03620 -2.17745 -1.89631 -0.5 0.1 -0.8
H -1.72433 -4.04501 -2.80766 0.0 0.2 0.0
H -1.21876 8.36752 6.08125 0.0 0.0 0.0
H -0.90806 -1.34254 0.07333 -0.6 0.0 0.1
H 2.38202 -1.90086 -8.42878 0.2 -0.1 0.1
C -0.46904 -4.20036 0.82849 -0.3 -0.9 -0.1
H -0.32993 -3.18353 1.21232 0.1 -0.2 0.0
F 0.98072 -5.23414 3.98833 -0.1 0.1 0.2
H -4.75206 -2.06170 0.96934 0.3 -0.1 0.1
O -5.48788 -1.61134 2.83532 0.1 0.0 -0.3
H -0.35826 9.08549 2.42828 0.2 -0.1 0.0
H -2.36652 -2.51566 2.30692 -0.1 -0.2 0.1
C -5.79304 -0.24099 2.92577 0.2 0.0 0.4
H 1.10887 -5.37812 1.69337 -0.2 -0.2 0.3
N -0.26690 5.90987 5.14066 -0.6 -0.7 0.8
H -2.41604 -6.24064 -0.08139 0.1 0.0 -0.1
C -0.37220 9.04946 3.51527 -0.2 0.3 -0.8
H 1.15553 6.11019 6.66352 -0.1 -0.1 0.0
H 0.16810 -4.32385 -0.06124 -0.2 0.2 0.2
H -2.71735 -2.61056 -3.16925 0.2 -0.2 0.0
N 3.02902 -2.67167 -6.56767 0.3 0.8 -0.8
H 5.80868 -0.55911 -5.15786 -0.1 -0.1 0.3
H -2.08000 1.16461 0.76432 0.2 0.4 0.1
H 4.83296 -5.34838 -3.50901 -0.1 0.0 0.1
H 2.76145 -4.53103 -7.57199 0.0 -0.1 0.0
H -1.81011 4.54184 5.59699 0.1 -0.1 -0.1
H -5.77054 0.28179 1.95597 -0.1 -0.2 0.1
C -1.03114 0.32579 -1.24166 -0.9 -0.1 0.3
H 1.80801 5.50026 5.13918 0.1 0.0 0.0
H -0.21040 3.80288 5.45660 -0.1 -0.1 0.0
C -2.16118 -3.13810 -2.37060 -0.6 0.6 0.5
H 5.24413 -4.30856 -4.83842 -0.1 0.0 -0.2
```
Forces are in eV/Å.